This record from the OMol25 dataset describes C6H6F2 as an isolated structure in a non-equilibrium geometry. The level of theory is ωB97M-V/def2-TZVPD.

Geometry as XYZ:
```
14
Properties=species:S:1:pos:R:3:nbo_charge:R:1
C 0.34982 -0.49911 -0.01829 0.6602
C -0.99568 -1.18317 -0.23603 -0.4970
C -2.06377 -0.02838 0.04170 -0.1447
C -1.37377 1.10379 -0.12872 -0.2617
C 0.05400 0.92352 -0.06343 -0.1653
C 1.16225 1.76634 -0.00594 -0.2999
H -1.07622 -1.26277 -1.65022 0.2434
H -1.34299 -2.22589 0.29641 0.2679
H -3.22248 -0.32152 0.77057 0.2612
H -1.64243 2.24097 -0.04034 0.2328
H 1.15125 2.84870 -0.21754 0.2063
H 2.26748 1.35089 0.32683 0.2375
F 0.93861 -0.78534 1.31373 -0.3752
F 1.40232 -0.89559 -0.98278 -0.3654
```

Values from the calculation:
Maximum force in Eh/bohr: 0.100
Energy relative to the best compared isomer or geometry (same formula, charge and spin) in eV: 4.305
Spin multiplicity: 1
LUMO level in eV: -0.0817
Frontier orbital gap in Ha: 0.327

This record from the OMol25 dataset describes C6H6F2O4P as an isolated structure in a non-equilibrium geometry. The level of theory is ωB97M-V/def2-TZVPD.

Geometry as XYZ:
```
19
Properties=species:S:1:pos:R:3:nbo_charge:R:1
C 3.57055 1.09981 -0.06311 1.0568
C 1.97561 -2.62966 -0.11557 1.0565
C -1.79134 0.27081 -0.59478 0.3719
C -1.48413 0.25195 0.60475 -0.3142
C -1.93219 0.39107 -1.96742 -0.7441
C -1.86378 0.11206 1.99268 -0.6925
O 4.19620 1.54727 -0.88319 -0.4225
O 2.90641 -3.23565 -0.43689 -0.4467
O 2.88979 0.68399 0.73758 -0.5719
O 1.08756 -1.96768 0.21161 -0.5806
F 0.56199 2.00125 0.59227 -0.5778
F 0.86547 0.24762 -0.99927 -0.5936
P 0.58099 0.39651 0.58394 1.7512
H -1.30601 -0.62171 -2.30315 0.2820
H -1.46507 1.21757 -2.41627 0.2866
H -2.97775 0.35774 -2.31794 0.3208
H -2.88619 0.16625 2.37879 0.2915
H -1.15183 0.68051 2.65855 0.2534
H -1.77627 -0.96972 2.33743 0.2732
```

Values from the calculation:
Maximum force in Eh/bohr: 0.092
Energy relative to the best compared isomer or geometry (same formula, charge and spin) in eV: 0.013
Spin multiplicity: 1
Total charge: +1
LUMO level in eV: -5.2021
Frontier orbital gap in Ha: 0.342

This record from the OMol25 dataset describes a 2-piece molecular cluster, C6H6F3O3P overall in a non-equilibrium geometry. The level of theory is ωB97M-V/def2-TZVPD.

Geometry as XYZ:
```
19
Properties=species:S:1:pos:R:3:nbo_charge:R:1
C 0.30447 -0.89275 2.07478 -0.4797
C -0.85352 0.31011 -1.77344 -0.4916
C 0.21817 -0.04184 1.05412 -0.1837
C 0.42572 0.06523 -1.46591 -0.1759
C 0.97038 0.05091 -0.15113 -0.3546
C 2.46187 -1.36795 -0.20075 0.9542
O 0.97537 2.76883 -0.21947 -1.2412
O 2.62844 1.65900 1.39463 -1.2258
O 3.06188 1.57858 -1.13651 -1.2337
F 1.87618 -2.62601 -0.12953 -0.4110
F 3.35494 -1.34623 0.78486 -0.3409
F 3.11032 -1.38553 -1.37288 -0.3537
P 2.08076 1.75800 -0.00639 2.4035
H -0.26625 -0.73784 2.97982 0.1635
H 0.97398 -1.73538 2.08502 0.1822
H -1.16698 0.48246 -2.79434 0.1655
H -1.60584 0.46222 -1.01573 0.1729
H -0.44804 0.81174 1.14364 0.2228
H 1.15810 -0.01390 -2.25952 0.2273
```

Values from the calculation:
Maximum force in Eh/bohr: 0.093
Energy relative to the best compared isomer or geometry (same formula, charge and spin) in eV: 0.000
Spin multiplicity: 1
Total charge: -2
LUMO level in eV: 6.3670
Frontier orbital gap in Ha: 0.232

This record from the OMol25 dataset describes C6H6FeN4O2S2 as an isolated structure. The level of theory is ωB97M-V/def2-TZVPD.

Geometry as XYZ:
```
21
Properties=species:S:1:pos:R:3:lowdin_spin:R:1
Fe -0.00879 0.46006 -0.93244 3.6435
C -0.73512 2.67845 3.11749 0.0003
O 0.52495 2.03045 2.81464 0.0029
C 0.68131 1.62517 1.57767 0.0095
O -0.16007 1.77591 0.68825 0.0493
N 1.87688 1.03988 1.37311 0.0021
N 2.08333 0.45492 0.12254 0.0321
H -0.64180 3.00561 4.14591 0.0000
H -1.54867 1.96666 3.01181 0.0000
H -0.89164 3.52412 2.45512 0.0001
H 2.46908 0.83011 2.16181 0.0006
H 2.17525 -0.55503 0.20316 0.0013
H 2.90770 0.84825 -0.31690 0.0020
S -0.36790 -1.69058 -0.21857 0.1202
C -0.89607 -2.38237 -1.73602 0.0179
C -1.27402 -3.77104 -1.69038 0.0031
N -1.56819 -4.88111 -1.62821 0.0046
C -0.95022 -1.69868 -2.89824 0.0124
S -0.51040 -0.01796 -3.09916 0.0961
C -1.40460 -2.36587 -4.09251 0.0012
N -1.76100 -2.87696 -5.05908 0.0007
```

Values from the calculation:
Maximum force in Eh/bohr: 0.008
Energy relative to the best compared isomer or geometry (same formula, charge and spin) in eV: 0.000
Spin multiplicity: 5
LUMO level (spin up / spin down) in eV: -0.4301 / -0.6491
Frontier orbital gap (spin up / spin down) in Ha: 0.269 / 0.267
Expectation value of S²: 6.0154

This record from the OMol25 dataset describes C6H6FeO2 as an isolated structure in a non-equilibrium geometry. The level of theory is ωB97M-V/def2-TZVPD.

Geometry as XYZ:
```
15
Properties=species:S:1:pos:R:3:lowdin_spin:R:1
C 1.62115 0.44617 0.21550 0.1642
C 0.64631 0.80047 -0.75798 -0.0312
O 0.85930 1.51605 -1.76110 0.2776
H 2.60466 0.90839 0.13227 0.0038
Fe -0.59385 1.79677 -2.92187 3.8868
O -1.60921 0.73748 -1.62946 0.2015
C -0.82196 0.27114 -0.60694 0.1019
C -1.13751 -0.58384 0.35466 0.1504
C -0.00751 -1.05507 1.35307 0.0540
C 1.30374 -0.42131 1.21947 0.1485
H -2.51099 0.38686 -1.63485 0.0048
H -2.10742 -1.07306 0.45247 0.0034
H 0.08864 -2.14693 1.22170 0.0174
H -0.38543 -0.93690 2.38206 0.0138
H 2.05007 -0.64621 1.98099 0.0032
```

Values from the calculation:
Maximum force in Eh/bohr: 0.073
Spin multiplicity: 6
Total charge: +3
LUMO level (spin up / spin down) in eV: -14.5993 / -18.1753
Frontier orbital gap (spin up / spin down) in Ha: 0.358 / 0.176
Expectation value of S²: 8.7998

This record from the OMol25 dataset describes C6H6INO2 as an isolated structure in a non-equilibrium geometry. The level of theory is ωB97M-V/def2-TZVPD.

Geometry as XYZ:
```
16
Properties=species:S:1:pos:R:3:nbo_charge:R:1
C 1.40052 1.46954 -0.30824 -0.2356
C 1.00044 0.60610 -1.48735 -0.1482
C 0.97280 1.07935 0.93219 -0.1555
C -0.01932 -0.25301 -1.28971 -0.2790
C 0.19941 -0.17092 1.23131 -0.4804
C -0.72714 -0.42887 -0.02191 0.0587
N -1.58268 -1.60083 0.10648 0.4659
O -1.84822 -2.25529 -0.92084 -0.3871
O -1.77337 -2.06249 1.19598 -0.3542
I -2.47890 0.94873 0.35350 0.0931
H 1.90506 2.41448 -0.46698 0.2256
H 1.55065 0.76480 -2.38235 0.2245
H 1.12812 1.63201 1.85592 0.2206
H -0.20826 -0.89892 -2.10864 0.2534
H 0.96576 -1.05331 1.29624 0.2446
H -0.48488 -0.19138 2.01442 0.2535
```

Values from the calculation:
Maximum force in Eh/bohr: 0.096
Energy relative to the best compared isomer or geometry (same formula, charge and spin) in eV: 3.466
Spin multiplicity: 1
LUMO level in eV: -1.0965
Frontier orbital gap in Ha: 0.300

This record from the OMol25 dataset describes a 2-piece molecular cluster, C6H6INOS overall in a non-equilibrium geometry. The level of theory is ωB97M-V/def2-TZVPD.

Geometry as XYZ:
```
16
Properties=species:S:1:pos:R:3:nbo_charge:R:1
C 0.94649 2.24065 -0.21278 -0.6670
C 1.16717 1.44944 -1.45921 -0.1566
S 1.61557 2.13830 -2.88041 0.0727
C 0.96632 0.07690 -1.40549 0.1149
N 0.84032 -1.06416 -1.61027 0.2639
O 0.63672 -2.22624 -1.67310 -0.3589
H 0.63354 1.60838 0.61366 0.2303
H 1.86593 2.76049 0.05882 0.2496
H 0.18953 3.00432 -0.38402 0.2482
C -2.25705 -1.72316 0.93105 -0.6906
C -0.95989 -1.29983 1.40438 0.0087
C 0.14309 -0.98990 1.76113 -0.3177
I 1.98430 -0.46276 2.42177 0.2747
H -2.81252 -0.87946 0.52185 0.2384
H -2.13348 -2.48112 0.15818 0.2485
H -2.82604 -2.15186 1.75442 0.2409
```

Values from the calculation:
Maximum force in Eh/bohr: 0.039
Energy relative to the best compared isomer or geometry (same formula, charge and spin) in eV: 3.007
Spin multiplicity: 1
SMILES: CC(=S)C#[N+][O-].CC#CI
LUMO level in eV: -1.2315
Frontier orbital gap in Ha: 0.287

This record from the OMol25 dataset describes C6H6N as an isolated structure in a non-equilibrium geometry. The level of theory is ωB97M-V/def2-TZVPD.

Geometry as XYZ:
```
13
Properties=species:S:1:pos:R:3:nbo_charge:R:1
C -0.63048 0.69117 -1.83692 0.2819
C 0.47692 0.06778 -1.83028 -0.0762
C 0.43764 -0.29749 0.38970 0.0101
C 0.78777 -1.02068 1.53679 -0.0911
C -1.44671 0.92572 -0.56558 -0.3027
C 1.04470 -0.71419 -0.86629 0.0072
N -0.50240 0.70993 0.57095 -0.5987
H 0.46951 -0.73919 2.45558 0.2231
H 1.68371 -1.70620 1.33060 0.2203
H -1.71031 1.99954 -0.68807 0.2776
H -2.35671 0.31969 -0.45525 0.2743
H 1.94155 -1.83571 -1.00937 0.3512
H -0.19517 1.59962 0.96813 0.4229
```

Values from the calculation:
Maximum force in Eh/bohr: 0.128
Energy relative to the best compared isomer or geometry (same formula, charge and spin) in eV: 4.994
Spin multiplicity: 1
Total charge: +1
LUMO level (spin up / spin down) in eV: -6.9598 / -6.9598
Frontier orbital gap (spin up / spin down) in Ha: 0.269 / 0.269

What did the third record say?
This record from the OMol25 dataset describes a 2-piece molecular cluster, C6H6F3O3P overall in a non-equilibrium geometry. The level of theory is ωB97M-V/def2-TZVPD.

Geometry as XYZ:
```
19
Properties=species:S:1:pos:R:3:nbo_charge:R:1
C 0.30447 -0.89275 2.07478 -0.4797
C -0.85352 0.31011 -1.77344 -0.4916
C 0.21817 -0.04184 1.05412 -0.1837
C 0.42572 0.06523 -1.46591 -0.1759
C 0.97038 0.05091 -0.15113 -0.3546
C 2.46187 -1.36795 -0.20075 0.9542
O 0.97537 2.76883 -0.21947 -1.2412
O 2.62844 1.65900 1.39463 -1.2258
O 3.06188 1.57858 -1.13651 -1.2337
F 1.87618 -2.62601 -0.12953 -0.4110
F 3.35494 -1.34623 0.78486 -0.3409
F 3.11032 -1.38553 -1.37288 -0.3537
P 2.08076 1.75800 -0.00639 2.4035
H -0.26625 -0.73784 2.97982 0.1635
H 0.97398 -1.73538 2.08502 0.1822
H -1.16698 0.48246 -2.79434 0.1655
H -1.60584 0.46222 -1.01573 0.1729
H -0.44804 0.81174 1.14364 0.2228
H 1.15810 -0.01390 -2.25952 0.2273
```

Values from the calculation:
Maximum force in Eh/bohr: 0.093
Energy relative to the best compared isomer or geometry (same formula, charge and spin) in eV: 0.000
Spin multiplicity: 1
Total charge: -2
LUMO level in eV: 6.3670
Frontier orbital gap in Ha: 0.232